This record from the OMol25 dataset describes 6 unconnected molecules or ions with the total composition C42H49FIN5O13P at a distorted geometry. The level of theory is ωB97M-V with the def2-TZVPD basis set.

As for the spin multiplicity: 1. Its total charge is +1. The calculation puts the gap between HOMO and LUMO at 7.491 eV.

Geometry (Å):
C (7.774, -0.560, -0.245)
O (7.091, 0.316, -1.171)
C (6.270, -0.393, -2.121)
C (4.746, 0.134, -2.025)
C (4.615, 1.684, -2.460)
C (3.302, 2.277, -1.718)
P (1.684, 1.596, -2.461)
F (1.770, 1.551, -4.148)
C (0.330, 2.817, -1.887)
C (0.324, 2.746, -0.280)
C (-1.025, 2.156, 0.349)
I (-0.809, 2.256, 2.551)
C (1.273, -0.063, -1.659)
C (1.168, -1.280, -2.715)
O (-0.146, -1.455, -3.284)
C (-1.118, -1.817, -2.314)
C (-0.876, -2.732, -1.033)
O (-2.286, -1.375, -2.489)
H (7.394, -1.632, -0.221)
H (7.580, -0.131, 0.812)
H (8.920, -0.506, -0.374)
H (6.633, -0.066, -3.170)
H (6.363, -1.527, -2.098)
H (4.152, -0.475, -2.808)
H (4.291, -0.062, -0.999)
H (5.520, 2.268, -2.049)
H (4.487, 1.834, -3.581)
H (3.365, 2.097, -0.584)
H (3.303, 3.409, -1.940)
H (0.661, 3.880, -2.185)
H (-0.657, 2.518, -2.371)
H (1.184, 2.100, 0.109)
H (0.492, 3.786, 0.174)
H (-1.971, 2.690, -0.007)
H (-1.181, 1.040, 0.125)
H (2.132, -0.327, -0.936)
H (0.347, 0.067, -1.006)
H (1.603, -2.224, -2.236)
H (1.876, -1.023, -3.590)
H (-1.511, -2.269, -0.188)
H (0.199, -2.729, -0.640)
H (-1.281, -3.802, -1.166)
C (6.294, 2.646, 4.888)
C (5.408, 1.618, 4.578)
C (4.415, 1.818, 3.628)
C (4.320, 3.054, 2.989)
C (5.199, 4.090, 3.300)
C (6.188, 3.881, 4.254)
N (3.293, 3.262, 1.971)
O (2.522, 2.334, 1.733)
O (3.257, 4.345, 1.406)
H (7.072, 2.484, 5.627)
H (5.495, 0.659, 5.077)
H (3.731, 1.009, 3.396)
H (5.129, 5.055, 2.811)
H (6.879, 4.679, 4.502)
C (-6.118, 0.959, 2.788)
C (-4.977, 1.618, 3.233)
C (-4.745, 1.767, 4.596)
C (-5.663, 1.247, 5.506)
C (-6.811, 0.592, 5.067)
C (-7.037, 0.451, 3.702)
N (-5.409, 1.379, 6.943)
O (-4.401, 1.975, 7.290)
O (-6.218, 0.882, 7.711)
H (-6.293, 0.840, 1.723)
H (-4.265, 2.014, 2.517)
H (-3.851, 2.283, 4.930)
H (-7.533, 0.189, 5.769)
H (-7.926, -0.060, 3.349)
C (5.931, 7.262, 10.012)
C (6.454, 5.972, 10.000)
C (5.983, 5.038, 9.084)
C (4.989, 5.409, 8.180)
C (4.456, 6.696, 8.192)
C (4.931, 7.623, 9.113)
N (4.507, 4.436, 7.197)
O (4.984, 3.310, 7.227)
O (3.659, 4.805, 6.398)
H (6.305, 7.990, 10.725)
H (7.232, 5.696, 10.704)
H (6.398, 4.036, 9.085)
H (3.679, 6.990, 7.495)
H (4.525, 8.628, 9.129)
C (-4.263, -3.490, -3.074)
C (-4.508, -4.412, -2.059)
C (-5.411, -5.450, -2.264)
C (-6.059, -5.559, -3.492)
C (-5.824, -4.636, -4.509)
C (-4.923, -3.599, -4.295)
N (-6.991, -6.665, -3.722)
O (-7.188, -7.445, -2.803)
O (-7.516, -6.747, -4.824)
H (-3.552, -2.682, -2.912)
H (-3.993, -4.322, -1.108)
H (-5.593, -6.161, -1.465)
H (-6.329, -4.712, -5.466)
H (-4.730, -2.877, -5.081)
C (-7.060, -7.734, -8.670)
C (-6.531, -6.778, -7.809)
C (-5.706, -5.774, -8.305)
C (-5.419, -5.736, -9.668)
C (-5.939, -6.695, -10.535)
C (-6.762, -7.696, -10.029)
N (-4.571, -4.666, -10.197)
O (-4.117, -3.853, -9.404)
O (-4.367, -4.643, -11.401)
H (-7.708, -8.513, -8.281)
H (-6.765, -6.812, -6.749)
H (-5.300, -5.035, -7.624)
H (-5.717, -6.674, -11.596)
H (-7.174, -8.446, -10.696)

Results of the Löwdin charge analysis, in e, for atoms 1 through 5: number 1, C, carries -0.11; number 2, O, carries -0.23; number 3, C, carries -0.22; number 4, C, carries -0.17; number 5, C, carries -0.20

This record from the OMol25 dataset describes a molecular structure, C42H50AsCrO8SSe at a distorted geometry. The level of theory is ωB97M-V with the def2-TZVPD basis set.

As for the spin multiplicity: 4. Its total charge is -2. The calculation puts the gap between HOMO and LUMO (alpha / beta) at 6.387 / 6.362 eV. Its expectation value of S² is 3.783. The energy relative to the best compared isomer or geometry (same formula, charge and spin) comes out at 3.9 kJ/mol.

Geometry (Å):
Cr (0.104, 0.138, -0.179)
C (-2.942, -4.126, 5.072)
C (-2.330, -2.838, 5.642)
C (-1.578, -3.192, 6.927)
C (-3.448, -1.848, 5.999)
C (-1.433, -2.213, 4.583)
C (-1.982, -1.853, 3.360)
C (-1.193, -1.301, 2.378)
Se (-1.958, -0.895, 0.635)
C (-1.616, -2.635, -0.148)
C (-2.532, -3.656, 0.029)
C (-2.271, -4.915, -0.477)
C (-1.053, -5.081, -1.143)
C (-0.125, -4.084, -1.352)
C (-0.390, -2.762, -0.856)
O (0.383, -1.758, -1.021)
C (1.181, -4.370, -2.081)
C (1.301, -3.439, -3.289)
C (2.353, -4.128, -1.121)
C (1.276, -5.810, -2.605)
C (-3.231, -6.091, -0.370)
C (-3.620, -6.538, -1.788)
C (-4.511, -5.718, 0.382)
C (-2.561, -7.253, 0.377)
C (0.203, -1.045, 2.523)
O (0.863, -0.514, 1.562)
C (0.757, -1.421, 3.784)
C (-0.070, -1.984, 4.745)
C (2.232, -1.243, 4.151)
C (2.843, -2.617, 4.471)
C (2.329, -0.339, 5.393)
C (3.081, -0.602, 3.052)
H (-3.600, -4.599, 5.802)
H (-3.514, -3.916, 4.174)
H (-2.151, -4.826, 4.810)
H (-2.267, -3.636, 7.646)
H (-0.786, -3.909, 6.724)
H (-1.145, -2.301, 7.376)
H (-4.119, -2.273, 6.746)
H (-3.017, -0.932, 6.398)
H (-4.029, -1.589, 5.119)
H (-3.031, -2.000, 3.138)
H (-3.431, -3.421, 0.580)
H (-0.836, -6.069, -1.517)
H (1.276, -2.409, -2.954)
H (2.242, -3.613, -3.813)
H (0.477, -3.601, -3.984)
H (2.375, -3.089, -0.807)
H (2.257, -4.763, -0.240)
H (3.301, -4.352, -1.611)
H (0.462, -6.026, -3.296)
H (2.216, -5.928, -3.144)
H (1.265, -6.532, -1.791)
H (-4.083, -5.707, -2.315)
H (-2.742, -6.848, -2.348)
H (-4.324, -7.371, -1.761)
H (-5.028, -4.907, -0.126)
H (-5.181, -6.577, 0.427)
H (-4.279, -5.409, 1.399)
H (-1.677, -7.601, -0.151)
H (-2.258, -6.929, 1.370)
H (-3.250, -8.093, 0.480)
H (0.385, -2.261, 5.683)
H (2.337, -3.102, 5.304)
H (2.765, -3.265, 3.601)
H (3.897, -2.511, 4.729)
H (1.820, -0.774, 6.251)
H (3.373, -0.177, 5.663)
H (1.873, 0.624, 5.179)
H (3.063, -1.185, 2.136)
H (2.716, 0.392, 2.811)
H (4.115, -0.522, 3.396)
O (0.593, 3.020, -2.316)
As (-0.076, 1.551, -3.004)
O (-1.041, 2.074, -4.205)
O (-0.875, 0.666, -1.869)
C (1.334, 0.462, -3.842)
C (1.102, 0.106, -5.170)
C (1.973, -0.733, -5.839)
C (3.092, -1.230, -5.182)
C (3.310, -0.898, -3.857)
C (2.422, -0.075, -3.190)
S (2.868, 0.311, -1.497)
O (4.028, 1.172, -1.646)
O (3.143, -0.928, -0.813)
O (1.735, 1.068, -0.922)
H (0.991, 2.747, -1.481)
H (0.220, 0.520, -5.649)
H (1.789, -0.991, -6.875)
H (3.777, -1.887, -5.702)
H (4.156, -1.278, -3.304)
C (-0.357, 1.830, 0.723)
C (-0.643, 2.880, 1.267)
C (-0.998, 4.088, 1.902)
C (-2.337, 4.502, 1.941)
C (-2.692, 5.681, 2.561)
C (-1.729, 6.480, 3.160)
C (-0.400, 6.083, 3.126)
C (-0.035, 4.906, 2.507)
H (-3.082, 3.877, 1.471)
H (-3.731, 5.989, 2.577)
H (-2.010, 7.407, 3.645)
H (0.359, 6.707, 3.585)
H (1.000, 4.598, 2.478)

Results of the Löwdin charge analysis, in e, for atoms 1 through 5: number 1, Cr, carries 0.60; number 2, C, carries -0.05; number 3, C, carries -0.56; number 4, C, carries -0.07; number 5, C, carries -0.05

This record from the OMol25 dataset describes a molecular structure, C42H50AsMoN2S4 at a distorted geometry. The level of theory is ωB97M-V with the def2-TZVPD basis set.

As for the spin multiplicity: 3. Its total charge is -1. The calculation puts the gap between HOMO and LUMO (alpha / beta) at 6.250 / 6.928 eV. Its expectation value of S² is 2.020. The energy relative to the best compared isomer or geometry (same formula, charge and spin) comes out at 27.7 kJ/mol.

Geometry (Å):
Mo (-0.522, -0.445, -0.802)
S (1.048, 0.961, 0.142)
S (2.089, 2.039, -1.436)
S (0.724, 1.914, -2.925)
S (0.387, -0.123, -3.069)
C (-3.478, 0.974, -3.277)
C (-3.917, 1.691, -2.000)
C (-2.862, 2.692, -1.511)
C (-4.388, 0.725, -0.922)
C (-5.770, 0.644, -0.775)
C (-6.366, -0.110, 0.218)
C (-5.547, -0.710, 1.156)
C (-4.161, -0.648, 1.077)
C (-3.404, -1.107, 2.321)
C (-2.765, 0.126, 2.978)
C (-2.369, -2.218, 2.137)
C (-3.547, -0.026, -0.047)
N (-2.175, -0.174, -0.234)
H (-3.203, 1.703, -4.046)
H (-4.284, 0.345, -3.666)
H (-2.614, 0.349, -3.095)
H (-4.796, 2.284, -2.262)
H (-1.945, 2.201, -1.204)
H (-3.241, 3.271, -0.664)
H (-2.603, 3.381, -2.319)
H (-6.395, 1.209, -1.459)
H (-7.445, -0.178, 0.295)
H (-5.992, -1.227, 2.000)
H (-4.162, -1.491, 3.008)
H (-1.966, 0.498, 2.336)
H (-2.339, -0.124, 3.954)
H (-3.503, 0.922, 3.112)
H (-1.606, -1.929, 1.422)
H (-2.844, -3.131, 1.779)
H (-1.881, -2.424, 3.097)
C (-0.866, -0.992, 7.619)
C (-0.719, -1.916, 6.592)
C (-0.332, -1.489, 5.329)
C (-0.070, -0.141, 5.070)
C (-0.257, 0.779, 6.099)
C (-0.644, 0.356, 7.366)
As (0.500, 0.311, 3.232)
C (0.400, 2.266, 3.342)
C (1.287, 3.038, 4.089)
C (1.236, 4.426, 4.041)
C (0.306, 5.060, 3.228)
C (-0.591, 4.302, 2.485)
C (-0.551, 2.917, 2.554)
C (2.433, 0.062, 3.522)
C (2.908, -1.025, 4.253)
C (4.270, -1.283, 4.347)
C (5.182, -0.457, 3.705)
C (4.722, 0.628, 2.972)
C (3.359, 0.879, 2.872)
H (-1.164, -1.320, 8.608)
H (-0.916, -2.966, 6.773)
H (-0.232, -2.210, 4.523)
H (-0.100, 1.833, 5.915)
H (-0.775, 1.083, 8.159)
H (2.037, 2.554, 4.704)
H (1.933, 5.013, 4.628)
H (0.288, 6.142, 3.161)
H (-1.305, 4.785, 1.828)
H (-1.243, 2.335, 1.959)
H (2.212, -1.678, 4.762)
H (4.616, -2.136, 4.919)
H (6.244, -0.662, 3.770)
H (5.424, 1.276, 2.461)
H (3.013, 1.712, 2.273)
C (-4.448, -2.638, -3.420)
C (-3.542, -3.243, -2.376)
C (-3.942, -4.355, -1.640)
C (-3.101, -4.891, -0.671)
C (-3.539, -6.090, 0.138)
C (-1.862, -4.310, -0.431)
C (-1.425, -3.184, -1.146)
C (-2.294, -2.693, -2.138)
N (-0.224, -2.487, -0.922)
C (1.001, -3.207, -0.457)
C (2.247, -2.402, -0.855)
C (1.143, -4.563, -1.164)
C (1.036, -3.369, 1.072)
H (-5.242, -3.333, -3.698)
H (-3.885, -2.374, -4.318)
H (-4.912, -1.725, -3.034)
H (-4.911, -4.812, -1.825)
H (-4.626, -6.184, 0.133)
H (-3.205, -6.004, 1.176)
H (-3.117, -7.013, -0.270)
H (-1.251, -4.719, 0.361)
H (-1.944, -1.872, -2.758)
H (2.183, -2.085, -1.893)
H (3.138, -3.025, -0.735)
H (2.371, -1.522, -0.226)
H (1.154, -4.407, -2.246)
H (0.327, -5.248, -0.938)
H (2.082, -5.033, -0.864)
H (0.838, -2.404, 1.541)
H (2.029, -3.709, 1.388)
H (0.299, -4.086, 1.438)

Results of the Löwdin charge analysis, in e, for atoms 1 through 5: number 1, Mo, carries 0.97; number 2, S, carries -0.05; number 3, S, carries -0.08; number 4, S, carries -0.17; number 5, S, carries -0.06

This record from the OMol25 dataset describes a molecular structure, C42H51BBr2Cl2CrN7O2S3 at a distorted geometry. The level of theory is ωB97M-V with the def2-TZVPD basis set.

As for the spin multiplicity: 4. Its total charge is +2. The calculation puts the gap between HOMO and LUMO (alpha / beta) at 4.618 / 4.473 eV. Its expectation value of S² is 3.842. The energy relative to the best compared isomer or geometry (same formula, charge and spin) comes out at 70.8 kJ/mol.

Geometry (Å):
Cr (-0.563, 0.622, 2.384)
C (2.652, -2.502, -0.237)
C (2.080, -1.183, -0.624)
C (2.630, -0.341, -1.540)
C (2.042, 0.925, -1.859)
N (0.904, 1.286, -1.350)
N (0.319, 0.419, -0.488)
B (-1.078, 0.684, -0.143)
N (-1.610, 2.040, -0.534)
N (-1.919, 2.064, -1.843)
C (-2.364, 3.185, -2.336)
C (-2.510, 4.336, -1.509)
C (-2.215, 4.301, -0.182)
C (-2.352, 5.471, 0.733)
C (-1.749, 3.048, 0.320)
S (-1.397, 2.805, 1.971)
C (-2.738, 3.224, -3.805)
C (-2.465, 1.877, -4.469)
C (-1.917, 4.315, -4.505)
C (-4.235, 3.556, -3.903)
N (-2.083, -0.443, -0.293)
N (-1.977, -0.994, -1.519)
C (-2.823, -1.933, -1.837)
C (-3.841, -2.330, -0.925)
C (-3.915, -1.809, 0.331)
C (-4.921, -2.242, 1.344)
C (-2.923, -0.839, 0.667)
S (-2.770, -0.238, 2.263)
C (-2.689, -2.584, -3.199)
C (-3.965, -2.293, -4.003)
C (-2.531, -4.098, -3.003)
C (-1.475, -2.039, -3.949)
C (0.897, -0.703, -0.001)
S (0.141, -1.385, 1.353)
C (2.730, 1.876, -2.816)
C (1.889, 3.130, -3.032)
C (4.090, 2.263, -2.213)
C (2.937, 1.156, -4.157)
H (3.689, -2.579, -0.556)
H (2.081, -3.306, -0.707)
H (2.618, -2.646, 0.845)
H (3.562, -0.613, -2.018)
H (-2.875, 5.254, -1.951)
H (-2.794, 6.317, 0.212)
H (-1.373, 5.767, 1.116)
H (-2.978, 5.221, 1.590)
H (-1.429, 1.565, -4.331)
H (-2.662, 1.958, -5.538)
H (-3.106, 1.093, -4.061)
H (-0.849, 4.096, -4.466)
H (-2.080, 5.302, -4.069)
H (-2.213, 4.372, -5.552)
H (-4.837, 2.844, -3.335)
H (-4.549, 3.506, -4.945)
H (-4.458, 4.561, -3.543)
H (-4.552, -3.086, -1.230)
H (-5.647, -2.915, 0.895)
H (-5.446, -1.383, 1.762)
H (-4.429, -2.756, 2.172)
H (-4.858, -2.691, -3.518)
H (-3.890, -2.761, -4.984)
H (-4.102, -1.220, -4.150)
H (-3.416, -4.556, -2.560)
H (-1.671, -4.330, -2.371)
H (-2.373, -4.572, -3.971)
H (-1.540, -0.961, -4.094)
H (-1.421, -2.517, -4.926)
H (-0.548, -2.254, -3.415)
H (1.738, 3.681, -2.104)
H (0.908, 2.883, -3.441)
H (2.402, 3.782, -3.739)
H (3.964, 2.771, -1.256)
H (4.607, 2.941, -2.892)
H (4.736, 1.397, -2.063)
H (1.992, 0.791, -4.563)
H (3.627, 0.315, -4.077)
H (3.364, 1.856, -4.875)
Br (1.193, 4.718, 3.787)
C (-0.240, 4.275, 4.973)
Br (-0.433, 2.362, 5.219)
H (-1.171, 4.647, 4.563)
H (-0.036, 4.689, 5.952)
Cl (4.585, -3.104, 6.461)
C (3.096, -3.958, 6.244)
C (2.890, -5.136, 6.943)
C (1.673, -5.788, 6.856)
C (0.655, -5.266, 6.070)
C (0.894, -4.111, 5.355)
Cl (-0.390, -3.466, 4.353)
C (2.114, -3.425, 5.405)
N (2.298, -2.239, 4.691)
C (3.291, -2.059, 3.735)
C (3.992, -3.150, 3.207)
C (5.012, -2.960, 2.296)
C (5.342, -1.683, 1.859)
C (4.634, -0.600, 2.354)
C (3.619, -0.767, 3.293)
C (2.944, 0.467, 3.872)
C (1.587, 0.578, 3.279)
O (1.301, 1.264, 2.254)
O (0.595, -0.097, 3.747)
H (3.683, -5.515, 7.572)
H (1.509, -6.699, 7.414)
H (-0.308, -5.748, 5.999)
H (1.484, -1.654, 4.625)
H (3.745, -4.148, 3.544)
H (5.556, -3.820, 1.928)
H (6.158, -1.532, 1.165)
H (4.893, 0.406, 2.047)
H (3.514, 1.353, 3.598)
H (2.849, 0.414, 4.959)

Results of the Löwdin charge analysis, in e, for atoms 1 through 5: number 1, Cr, carries 0.28; number 2, C, carries -0.02; number 3, C, carries -0.20; number 4, C, carries 0.11; number 5, C, carries -0.17